Entry 1:
Formula: C4H4O2
Source: the Open Molecules 2025 dataset
Level of theory: ωB97M-V/def2-TZVPD

Each line ends with the Löwdin charge.
Positions of all 10 atoms, in Å:
C (-2.511, -0.897, -0.438)  0.103
C (0.109, -0.586, -0.765)  -0.176
C (-1.630, -0.985, 0.353)  -0.233
C (1.633, 0.906, 0.256)  0.034
O (-0.291, -0.853, 0.549)  -0.058
O (1.040, 0.166, -0.875)  -0.001
H (-3.628, -0.943, -0.568)  0.070
H (1.224, 0.344, 1.125)  0.104
H (1.379, 1.918, 0.087)  0.086
H (2.676, 0.930, 0.276)  0.070

Results
* relative energy (zero: lowest compared OMol25 entry of this formula, charge and spin): 6.019 eV
* HOMO level: -8.79 eV
* gap between HOMO and LUMO: 0.347 Eh
* F_max: 5.85 eV/A

Entry 2:
Formula: C4H13N2
Source: the Open Molecules 2025 dataset
Level of theory: ωB97M-V/def2-TZVPD

Each line ends with the Löwdin charge.
Positions of all 19 atoms, in Å:
C (1.075, -0.697, -0.187)  -0.196
N (-0.039, -0.945, -1.110)  -0.141
C (-0.849, -2.119, -0.683)  -0.077
C (0.559, 0.145, 1.015)  -0.097
N (-0.529, 1.051, 0.479)  -0.009
C (-0.107, 2.466, 0.235)  0.013
H (1.917, -0.220, -0.674)  0.123
H (1.466, -1.629, 0.240)  0.128
H (0.397, -1.208, -1.987)  0.121
H (-0.406, -3.067, -0.971)  0.091
H (-1.819, -2.076, -1.180)  0.088
H (-0.985, -2.068, 0.388)  0.076
H (1.355, 0.791, 1.365)  0.125
H (0.174, -0.508, 1.789)  0.125
H (-0.851, 0.554, -0.383)  0.141
H (-1.240, 1.090, 1.204)  0.171
H (0.895, 2.504, -0.170)  0.103
H (-0.232, 3.046, 1.143)  0.108
H (-0.780, 2.891, -0.512)  0.107

Results
* structure (SMILES): CNCC[NH2+]C
* relative energy (zero: lowest compared OMol25 entry of this formula, charge and spin): 1.148 eV
* HOMO level: -14.07 eV
* gap between HOMO and LUMO: 0.406 Eh
* charge: +1
* F_max: 1.39 eV/A

Entry 3:
Formula: C14H16
Source: the Open Molecules 2025 dataset
Level of theory: ωB97M-V/def2-TZVPD

Each line ends with the Löwdin charge.
Positions of all 30 atoms, in Å:
C (1.768, 2.924, 1.391)  -0.033
C (2.572, -1.388, 1.872)  -0.109
C (1.249, -0.866, 2.027)  -0.117
C (3.609, -0.490, 1.711)  -0.072
C (0.952, 0.464, 1.976)  -0.129
C (3.305, 0.978, 1.577)  -0.009
C (1.911, 1.373, 1.665)  -0.260
H (2.676, -2.488, 1.784)  0.106
H (0.520, -1.610, 2.536)  0.131
H (4.643, -0.685, 1.600)  0.072
H (-0.169, 0.816, 2.001)  0.149
H (4.183, 1.670, 1.648)  0.110
H (0.952, 2.998, 0.640)  0.080
H (2.625, 3.313, 0.991)  0.031
H (1.309, 3.527, 2.107)  0.048
C (-3.727, -1.650, -0.477)  -0.078
C (-0.596, 0.245, -1.459)  -0.060
C (-1.732, -0.352, -0.728)  -0.039
C (-0.510, 0.208, -2.836)  -0.104
C (-2.771, -0.988, -1.411)  -0.349
C (-1.594, -0.400, -3.511)  -0.074
C (-2.661, -0.973, -2.768)  -0.079
H (0.212, 0.665, -0.848)  0.082
H (-1.914, -0.430, 0.336)  0.089
H (0.197, 0.825, -3.401)  0.103
H (-1.824, -0.484, -4.571)  0.095
H (-2.943, -2.392, 0.040)  0.127
H (-4.639, -2.190, -0.936)  0.097
H (-3.433, -1.548, -3.319)  0.113
H (-4.171, -1.072, 0.366)  0.078

Results
* structure (SMILES): Cc1ccccc1.Cc1ccccc1
* relative energy (zero: lowest compared OMol25 entry of this formula, charge and spin): 2.787 eV
* HOMO level: -8.81 eV
* gap between HOMO and LUMO: 0.356 Eh
* F_max: 5.84 eV/A

Entry 4:
Formula: C4H7NO
Source: the Open Molecules 2025 dataset
Level of theory: ωB97M-V/def2-TZVPD

Each line ends with the Löwdin charge.
Positions of all 13 atoms, in Å:
O (2.065, 1.974, -1.198)  0.050
C (1.054, 1.452, -0.801)  -0.236
C (1.026, 0.423, 0.311)  -0.130
N (-0.134, -0.377, 0.294)  -0.286
C (-0.587, -1.563, -0.203)  -0.050
C (-1.460, -0.235, 0.596)  -0.065
H (0.054, 1.705, -1.221)  0.128
H (1.051, 0.960, 1.270)  0.137
H (1.910, -0.216, 0.248)  0.136
H (-0.728, -2.442, 0.417)  0.065
H (-0.348, -1.796, -1.265)  0.094
H (-2.220, 0.094, -0.106)  0.063
H (-1.684, 0.020, 1.658)  0.093

Results
* structure (SMILES): O=CCN1CC1
* relative energy (zero: lowest compared OMol25 entry of this formula, charge and spin): 4.304 eV
* HOMO level: -8.76 eV
* gap between HOMO and LUMO: 0.355 Eh
* F_max: 1.05 eV/A

Entry 5:
Formula: C17H30As3Cl2SZr
Source: the Open Molecules 2025 dataset
Level of theory: ωB97M-V/def2-TZVPD

Each line ends with the Löwdin charge.
Positions of all 54 atoms, in Å:
Zr (1.189, 1.485, 1.283)  1.020
Cl (3.609, 1.308, 0.607)  0.716
C (3.949, 3.081, 0.538)  -0.553
C (5.230, 3.485, 0.797)  -0.053
C (5.467, 4.857, 0.721)  0.012
C (4.447, 5.747, 0.422)  -0.031
C (3.157, 5.292, 0.179)  -0.671
Cl (1.920, 6.408, -0.189)  0.802
C (2.878, 3.922, 0.227)  -0.645
S (1.250, 3.344, -0.183)  0.662
H (6.020, 2.786, 1.033)  0.136
H (6.468, 5.228, 0.896)  0.144
H (4.645, 6.810, 0.369)  0.138
C (-2.557, 2.641, 1.803)  -0.233
As (-1.467, 1.489, 0.696)  1.012
C (-1.695, 2.261, -1.079)  -0.273
C (-2.492, -0.172, 0.681)  -0.309
C (-1.911, -1.434, 0.036)  -0.663
C (-1.729, -1.238, -1.467)  -0.060
C (-0.606, -1.812, 0.736)  -0.313
As (1.025, -0.927, 0.154)  1.052
C (1.829, -1.950, -1.250)  -0.198
C (2.102, -1.346, 1.759)  -0.297
C (-2.932, -2.559, 0.357)  -0.364
As (-2.919, -4.444, -0.329)  1.186
C (-1.009, -4.825, -0.630)  -0.352
C (-3.386, -4.111, -2.198)  -0.331
H (-3.534, 2.634, 1.321)  0.065
H (-2.156, 3.651, 1.821)  0.049
H (-2.632, 2.242, 2.812)  0.050
H (-2.692, 1.970, -1.408)  0.061
H (-0.958, 1.906, -1.792)  0.026
H (-1.639, 3.344, -0.988)  0.040
H (-3.402, 0.146, 0.169)  0.106
H (-2.743, -0.354, 1.728)  0.099
H (-1.044, -0.413, -1.702)  0.053
H (-2.677, -1.005, -1.954)  0.113
H (-1.345, -2.137, -1.942)  0.064
H (-0.353, -2.862, 0.584)  0.057
H (-0.663, -1.647, 1.815)  0.099
H (1.778, -2.970, -0.872)  0.060
H (2.854, -1.627, -1.411)  0.055
H (1.246, -1.835, -2.160)  0.054
H (1.924, -2.397, 1.993)  0.073
H (1.774, -0.813, 2.668)  0.034
H (3.169, -1.190, 1.621)  0.023
H (-3.921, -2.211, 0.042)  0.080
H (-2.994, -2.668, 1.444)  0.070
H (-0.491, -4.984, 0.319)  0.022
H (-0.479, -4.099, -1.250)  -0.003
H (-0.986, -5.778, -1.160)  0.038
H (-4.314, -3.540, -2.235)  0.031
H (-3.581, -5.083, -2.650)  0.033
H (-2.620, -3.607, -2.784)  0.012

Results
* relative energy (zero: lowest compared OMol25 entry of this formula, charge and spin): 1.184 eV
* HOMO level: -15.58 eV
* gap between HOMO and LUMO: 0.132 Eh
* charge: +3
* F_max: 1.05 eV/A